1.
Formula: C32H30F3FeN9O4SSe3Te2
Source: the Open Molecules 2025 dataset
Level of theory: wB97M-V/def2-TZVPD

HOMO-LUMO gap (spin up / spin down) = 4.76 / 4.76 eV
HOMO energy (spin up / spin down) = -1.33 / -1.33 eV
max |F| = 0.022 hartree/bohr
net charge = -2

XYZ file:
```
85
Properties=species:S:1:pos:R:3:forces:R:3
N -6.62177 1.11962 -3.92301 0.1 -0.1 0.0
C -8.18260 -2.69114 -0.62521 0.0 0.0 0.0
H -7.24167 -4.12781 0.66368 0.0 0.0 0.0
H 0.25927 -1.35866 6.20084 0.0 0.0 0.0
C -6.06394 -2.35590 0.45571 0.0 -0.1 0.0
C -8.08417 -1.42291 -1.17673 0.0 0.0 -0.2
H 2.68152 -1.44166 1.06003 0.1 0.1 0.0
C 1.97531 -0.77298 1.51924 -0.3 -0.3 -0.1
N -5.30150 -3.98147 2.11609 0.0 0.0 0.0
Se -0.36413 2.35193 -1.17557 -0.8 -0.6 -0.4
C 4.48648 4.20780 -0.36052 0.0 0.0 0.0
O -1.59310 -2.23685 -1.87025 -0.1 0.1 -0.1
O -0.85015 -1.61226 0.37296 0.0 0.0 0.0
H 4.46181 0.19934 -4.14203 0.0 0.0 0.0
C -0.52061 -1.68462 5.52290 0.0 0.0 0.0
H -5.65931 1.59220 -5.71981 0.0 0.0 0.0
F 1.58251 -3.23498 -0.15722 0.0 0.0 0.0
C -5.57368 1.41745 -4.65952 0.0 0.0 0.0
C 0.52333 -3.36151 -0.96555 0.0 0.0 0.0
C -0.81608 -0.92240 4.40737 -0.1 0.0 0.0
C 7.45894 2.17848 -1.37557 0.0 0.0 0.0
H -4.09680 1.20343 -1.90014 0.1 0.0 0.0
N 0.67906 0.14522 2.86264 0.3 0.2 0.2
C 0.56676 0.78529 1.70052 -0.5 -0.4 -0.2
H 7.46028 1.66420 0.70605 0.0 0.0 0.0
H 8.89148 3.54267 -2.22785 0.0 0.0 0.0
N 1.33530 0.19264 0.81341 0.9 0.5 0.3
C -0.06413 0.34500 4.08455 -0.1 -0.1 -0.1
H -9.05330 -3.30406 -0.82034 0.0 0.0 0.0
Te -0.97907 4.70697 -0.50691 0.5 -0.1 0.1
C 4.90003 1.18278 -3.98006 0.0 -0.1 -0.1
C -5.94071 -1.10308 -0.13926 -0.1 0.1 0.1
C -6.98712 0.75576 -1.57810 0.1 0.0 0.1
H 6.00322 0.29187 1.78517 0.0 0.0 0.0
H -0.76627 1.16027 3.90788 0.1 0.1 0.0
C -2.48990 -2.52365 3.76076 0.0 0.0 0.0
O -4.05397 -2.18985 1.89122 -0.1 0.0 0.1
N 1.59012 -0.85177 2.76999 0.0 0.0 0.0
C -1.79982 -1.34848 3.51711 0.0 0.1 0.0
H 5.31641 3.94344 -1.01603 0.0 0.0 0.0
H -2.71765 -4.22199 5.04480 0.0 0.0 0.0
H -7.96216 0.89755 -2.03674 -0.1 0.1 0.1
C -5.13292 -2.88470 1.45941 0.0 0.0 0.0
S -0.50955 -1.83451 -1.01671 -0.1 0.1 0.0
C 5.60236 1.25251 -2.65775 0.0 0.0 0.0
H 5.10354 -0.91969 0.83432 0.0 0.0 0.0
H 4.07933 1.90239 -4.01863 0.0 0.0 0.0
H 0.61509 0.63845 4.88547 0.0 -0.1 0.0
H 9.60462 2.31777 -1.17882 0.0 0.0 0.0
N -4.29566 -4.03358 3.06197 0.0 0.0 -0.1
C -1.19235 -2.88148 5.75100 0.0 0.0 0.0
H -0.94097 -3.48779 6.61188 0.0 0.0 0.0
C 5.79784 0.76781 -0.30041 0.0 0.0 0.0
N 2.74859 2.29410 -0.54518 0.0 -0.2 0.0
H 7.12232 2.52674 -3.45856 0.0 0.0 0.0
H -2.01078 -0.77229 2.62335 0.0 0.0 0.0
O 0.38995 -0.84367 -1.61186 0.0 0.0 0.1
F 0.97181 -3.69207 -2.17879 0.0 0.0 0.0
C -7.17622 -3.15807 0.19175 0.0 0.0 0.0
Fe 1.60654 0.81585 -1.04993 0.0 0.3 0.1
C 8.73839 2.97214 -1.31069 0.0 0.0 0.0
H 4.02558 5.13472 -0.69873 0.0 0.0 0.0
Te 1.92855 3.98180 -4.10021 0.1 0.0 0.2
F -0.20418 -4.39542 -0.50425 0.0 0.0 0.0
C 5.29031 0.14608 0.97008 0.0 0.0 0.0
C -6.96826 -0.62545 -0.95681 0.0 -0.1 -0.1
H 4.85502 4.32569 0.65760 0.0 0.0 0.0
C 6.94857 1.54899 -0.24672 0.0 0.0 0.0
C 6.76095 2.02818 -2.56331 0.0 0.0 0.0
N -6.07798 0.98847 -2.68547 -0.1 0.1 -0.1
Se 0.92471 1.86672 -3.18376 -0.1 0.3 -0.1
C -3.59249 -2.96554 2.90575 0.1 0.0 0.0
H 5.58697 1.42022 -4.79563 0.0 0.0 0.0
H -6.85973 1.52854 -0.81736 0.2 0.0 0.0
H -0.11965 1.59493 1.50753 0.1 0.1 0.0
H -8.88057 -1.04780 -1.80863 0.0 0.0 0.0
H -5.07319 -0.48951 0.07498 0.0 0.0 0.0
C 3.50348 3.14112 -0.41924 -0.1 0.1 -0.2
H 4.33436 0.59079 1.25810 0.0 0.0 0.0
N -4.40320 1.50115 -3.98933 0.0 0.0 0.0
C 5.11797 0.58610 -1.51974 0.0 0.0 0.0
C -2.17363 -3.30292 4.87630 0.0 0.0 0.1
C -4.75692 1.23289 -2.75184 0.1 -0.1 0.0
Se 3.58903 -0.57987 -1.63464 0.0 0.0 0.1
H 8.73409 3.67436 -0.47304 0.0 0.0 0.0
```
Positions in Å, forces in eV/Å.

---

2.
Formula: C32H30FeO6P
Source: the Open Molecules 2025 dataset
Level of theory: wB97M-V/def2-TZVPD

HOMO-LUMO gap (spin up / spin down) = 3.33 / 6.08 eV
HOMO energy (spin up / spin down) = -3.72 / -8.35 eV
max |F| = 0.124 hartree/bohr
net charge = 0
multiplicity = 6

XYZ file:
```
70
Properties=species:S:1:pos:R:3:forces:R:3
H 5.92487 1.50065 -0.57151 -0.2 0.0 0.1
H -3.09822 -1.77432 -4.10990 0.2 0.0 0.2
C -2.76215 -1.78118 2.04820 0.0 -0.2 0.5
H -3.65485 -1.92271 5.33996 0.2 0.1 -0.3
C -0.43102 3.03476 -1.90086 -1.9 1.3 2.0
C -1.36951 -1.82952 2.19824 -0.6 0.5 0.1
H 2.53052 -2.94729 1.21449 -0.1 -0.4 0.0
C 1.51624 -6.21549 1.41492 0.0 -1.0 0.1
C 1.95375 -0.50105 0.03499 -0.3 -0.8 -1.6
C 0.40402 7.35384 -2.31842 0.3 5.1 -1.9
O 2.87289 0.44069 0.33898 0.1 -0.7 0.0
C -1.61946 -1.87872 4.60959 0.1 0.1 -0.3
H 0.29174 -1.86258 3.60027 -0.3 -0.1 -0.1
C 2.02811 5.81875 -0.89820 4.1 -0.5 4.8
C -1.17152 -1.95322 -0.73069 -0.8 -0.1 -0.4
O 0.56536 8.45441 -2.69413 -0.6 -2.7 1.1
H 4.67417 -0.64075 -0.11120 -0.6 0.2 0.0
C -0.25690 1.19178 0.09566 -1.2 4.6 -3.3
H 0.39507 2.19277 1.88013 -0.4 0.0 0.4
C -0.37087 -4.76976 0.98148 -0.8 -1.3 0.1
H 4.43316 2.42106 -0.26014 0.2 -0.1 0.1
H 0.99210 1.38933 -1.62135 -1.5 0.1 -0.2
H -0.80157 3.08833 -2.93644 0.0 0.3 0.6
C -2.11561 -0.93151 -0.96003 -0.1 -0.2 -0.2
H 1.91234 -7.21681 1.59431 -0.1 0.3 -0.1
C -2.99463 4.62561 -1.77563 0.3 -0.1 -0.4
H -1.43920 -4.61719 0.80568 0.3 -0.2 0.1
C 4.16167 0.29544 -0.38870 -0.4 0.3 0.1
C -0.00153 2.30353 0.88120 0.0 -0.4 0.2
H 0.78096 0.04589 1.80198 -0.4 -0.4 -0.4
C -0.12319 1.62854 -1.43573 1.3 -1.9 -0.1
O -1.84986 4.87180 -0.91882 1.2 0.1 0.0
C 2.37293 -5.11198 1.39617 0.2 1.4 0.0
H -0.76316 0.96217 -2.08597 1.0 0.5 0.5
H -4.65540 -1.74863 3.06351 0.2 0.0 0.1
H 0.00700 4.57911 1.08421 -0.2 -1.7 -0.5
H 3.44030 -5.25079 1.53678 -0.1 0.0 0.0
O 2.99803 5.72830 -0.20473 -3.7 0.6 -3.1
H -0.15920 -3.66748 -1.57159 -0.3 0.3 0.0
C -0.91371 -2.89488 -1.73882 -0.2 0.2 0.0
C 0.65982 -0.45241 0.82693 4.1 -3.3 1.7
C -3.57384 -1.78891 3.18411 0.1 -0.1 0.1
C -3.01101 -1.86481 4.46079 0.0 0.0 -0.2
H -3.48528 -0.02599 -2.35226 0.2 -0.3 0.0
H -2.33993 -0.18289 -0.18674 0.0 -0.5 -0.4
C -0.79539 -1.84872 3.48510 -0.4 0.0 0.1
C -0.76007 3.96948 -0.87269 -0.8 -2.3 -1.3
C 1.88020 -3.82403 1.20506 1.4 -1.1 0.4
C -2.77742 -0.84295 -2.18505 0.0 -0.2 0.0
Fe 0.59681 5.68686 -1.92064 -0.6 -2.1 1.0
O 2.13121 -1.30273 -0.89185 -0.5 1.0 1.5
C 0.14522 -6.03803 1.20790 -0.3 0.7 -0.2
H -0.53025 -6.88617 1.22163 0.1 0.0 0.0
C -2.55095 -1.81518 -3.16722 0.1 0.0 0.2
C 1.81198 5.19470 -3.08131 2.8 -3.0 -4.1
H -1.17538 -1.92433 5.60408 -0.1 0.0 -0.3
C 4.98212 1.50422 -0.01323 0.0 0.2 0.2
H -0.59387 0.09396 0.23019 0.3 2.4 -0.1
O 2.63627 4.65921 -3.74209 -2.4 2.1 2.2
H -3.67308 5.49046 -1.64667 0.6 -0.4 0.0
P -0.23958 -2.07089 0.81713 0.9 -0.8 0.3
H -1.44937 -3.60933 -3.69066 -0.1 0.3 0.1
H 5.21867 1.51134 1.05838 -0.1 0.0 -0.2
H 3.94279 0.29009 -1.46178 0.0 -0.2 0.3
C -1.62797 -2.84147 -2.93744 0.0 0.2 0.1
H -2.68912 4.55979 -2.84285 -0.3 0.0 0.7
C -0.18128 3.66205 0.44136 -0.4 1.2 0.0
H -3.54927 3.71111 -1.47707 0.6 0.4 -0.1
H -3.21263 -1.75561 1.05632 0.1 -0.1 0.4
C 0.50697 -3.66966 0.98269 -0.4 3.0 -0.6
```
Positions in Å, forces in eV/Å.

---

3.
Formula: C32H30N4O2S4Sb2Tb
Source: the Open Molecules 2025 dataset
Level of theory: wB97M-V/def2-TZVPD

HOMO-LUMO gap (spin up / spin down) = 7.09 / 5.21 eV
HOMO energy (spin up / spin down) = -7.74 / -7.86 eV
max |F| = 0.047 hartree/bohr
net charge = 0
multiplicity = 8

XYZ file:
```
75
Properties=species:S:1:pos:R:3:forces:R:3
H 5.48598 -0.16739 1.23079 0.0 0.1 0.1
H 0.38208 4.43061 0.80709 0.0 -0.4 -0.1
H 4.92718 3.93331 5.45819 0.0 0.0 0.0
C -4.55272 1.83341 -2.96761 -0.1 0.0 0.0
H -5.58752 2.14741 -2.94251 0.0 0.0 0.0
C -5.42172 -2.97049 1.02439 -0.1 -0.1 0.0
C 3.63358 -1.16369 1.66469 0.2 -0.4 -0.1
H -3.66782 -3.22449 -0.17971 -0.1 -0.1 0.0
C -6.17042 -2.09079 1.78609 0.0 0.0 0.0
H -5.76122 -3.98649 0.88579 0.0 -0.1 0.0
H -1.18952 3.22681 -0.66551 0.3 -0.4 0.2
C -2.70552 0.69871 -1.95321 0.5 -0.6 0.6
C -1.70872 -3.58449 -3.66611 -0.1 0.0 -0.1
N 0.65768 3.59501 0.27549 -0.4 0.4 -0.3
C -1.13882 -4.70169 -3.07841 0.0 -0.1 -0.1
N 1.92708 3.79561 7.13619 -0.2 0.1 0.4
Tb 1.35848 0.93681 0.89249 1.8 -0.6 0.1
H -7.09372 -2.41719 2.23919 -0.1 0.0 0.1
H 1.84338 -2.92699 -0.61241 -0.1 0.1 0.0
C -1.91952 0.99641 -3.05071 0.2 -0.1 0.0
C 4.37588 3.34641 4.73749 -0.2 -0.2 -0.2
C -1.07282 -3.56159 -0.97091 0.0 0.0 0.2
C 4.64918 -1.02049 -0.53491 0.0 -0.2 0.1
C -1.64222 -2.44209 -1.55811 -0.2 0.5 0.3
S 0.68428 -0.13279 -1.38051 0.6 0.2 -1.4
S -0.48802 -1.09959 1.41639 -0.4 -0.1 -0.5
H -0.94642 -5.58279 -3.67351 0.0 -0.1 0.0
H -0.38832 -5.56919 -1.27041 0.0 0.0 0.0
C -3.81912 -1.23709 0.58959 0.4 0.2 -0.4
N 2.91468 1.82551 2.89489 0.0 0.2 0.0
H 5.59348 -0.79619 -2.44561 0.1 0.0 -0.1
C 4.95368 2.90721 3.56149 -0.1 0.0 0.1
N -0.48842 2.80801 -0.05041 0.0 0.6 0.5
C -4.02652 1.11361 -1.90551 0.0 -0.1 0.2
C -2.44562 1.71651 -4.10981 -0.1 0.0 0.0
C 2.61528 -2.28269 -0.21311 0.1 -0.1 0.3
Sb -1.99432 -0.67019 -0.38011 -0.4 -0.5 0.1
H -0.82722 -3.53799 0.08449 0.1 0.0 0.0
H 3.69968 -1.00209 2.73829 -0.1 0.1 -0.1
Sb 2.23338 1.43501 -2.52101 -0.3 0.0 1.1
H -6.31452 -0.10299 2.56029 0.0 0.1 0.1
C 3.04588 2.99751 4.97639 0.4 -0.2 -0.7
C -1.00502 2.03611 1.00449 -1.8 1.2 -1.0
H 5.83538 0.55991 -1.33331 0.0 0.0 0.0
C -4.24962 -2.54299 0.42649 0.1 -0.2 -0.2
C -5.73202 -0.79019 1.96489 0.0 0.1 0.0
O -0.22882 1.84861 1.97359 0.0 0.5 1.5
H 1.05968 3.92001 -0.61631 0.0 -0.4 0.4
O -2.14082 1.56961 0.84349 -0.2 0.0 0.0
C 2.61378 -1.96899 1.14339 0.2 -0.2 0.1
C 3.61498 -1.79749 -1.04281 0.2 -0.1 0.2
H -4.64242 0.86871 -1.05061 -0.1 0.0 0.0
C 2.41408 3.42731 6.16839 -0.2 0.0 0.2
H -2.41732 -1.58379 -3.35601 0.0 0.0 -0.1
H 3.60438 -2.05339 -2.09351 0.0 0.0 -0.1
C 4.65098 -0.72169 0.82589 -0.1 -0.2 0.1
H 5.98188 3.13031 3.32659 0.1 0.0 -0.1
C -1.96682 -2.45729 -2.90391 -0.1 0.1 0.0
H 1.88288 -2.42649 1.80059 0.0 0.2 -0.1
C -4.55582 -0.36269 1.37089 0.1 0.2 0.0
H -4.18862 2.66321 -4.90961 0.0 0.1 0.0
C 4.18918 2.16581 2.67539 0.2 0.0 -0.1
H -1.81832 1.93551 -4.96141 0.0 0.1 -0.1
H -1.95902 -3.58839 -4.71831 0.0 0.0 0.0
H 4.61228 1.84151 1.73349 0.0 0.0 0.0
C 2.35588 2.23351 4.03169 0.0 0.1 0.2
S 1.01158 3.33501 -2.98521 -0.1 0.0 -0.4
H -4.19852 0.64651 1.50909 0.0 0.1 0.1
C -0.82282 -4.69219 -1.72991 0.0 -0.1 0.0
H 6.71098 -0.95109 -1.07771 0.1 0.0 -0.1
S 3.35008 2.07421 -0.48291 0.3 0.1 -0.9
C 5.76208 -0.52609 -1.40551 0.0 0.1 0.1
H 1.32498 1.94801 4.20649 0.0 0.1 0.0
H -0.89282 0.65851 -3.09601 -0.1 0.1 0.0
C -3.76662 2.12821 -4.07111 0.0 0.0 -0.1
```
Positions in Å, forces in eV/Å.

---

- net charge of number 2 (C32H30FeO6P)?
  0

---

- Look up the net charge of the third one.
  0

---

- Among the records above, which one has the highest max |F|?
  C32H30FeO6P

---

- Look up the max |F| of the second one.
  0.124 hartree/bohr